[1]
The following is a quantum chemistry calculation of a molecular structure, C33H35F6N3O7P5STeV in a non-equilibrium geometry, from OMol25.

- Expectation value of S²: 0.778
- E_LUMO (alpha / beta): -5.027 / -4.328 eV
- E_tot: -5885.8921 Ha
- Multiplicity: 2
- Gap between HOMO and LUMO (alpha / beta): 4.87 / 5.57 eV
- HOMO energy (alpha / beta): -9.90 / -9.90 eV
- Charge: +1

The geometry in XYZ format:
```
92
Properties=species:S:1:pos:R:3:mulliken_spin:R:1
V 1.46421 1.74128 1.68901 1.13
C 0.15066 2.86587 5.68141 0.00
C 0.49536 2.38302 4.28881 0.01
O 1.85210 2.72682 3.84125 0.00
P 0.49155 0.46984 4.22820 -0.01
O -1.67164 0.08691 1.99580 0.00
O 1.72410 0.18801 5.22977 0.00
O 1.24298 0.36902 2.72486 -0.06
P -0.59543 3.18369 3.03292 0.00
O -2.06499 2.63950 3.32820 0.00
O -0.48318 4.64222 3.00838 0.00
O -0.23561 2.42264 1.67961 0.00
H 0.86522 2.46423 6.39984 0.00
H -0.84780 2.53176 5.96713 0.00
H 0.17167 3.95665 5.72119 0.00
H 2.01948 3.67117 3.99546 0.00
H -2.07497 0.93750 2.19979 0.00
H 2.56853 0.59507 4.97696 0.00
H -2.63843 3.34626 3.66818 0.00
Te -2.05155 1.43121 -2.23089 0.00
C -2.56786 -0.24704 -3.39963 0.00
C -1.75855 -0.57416 -4.48268 0.00
C -2.04560 -1.72615 -5.20335 0.00
N -3.05983 -2.54761 -4.91106 0.00
C -3.85041 -2.19704 -3.89114 0.00
C -3.65371 -1.06074 -3.11575 0.00
C -0.94714 0.50248 -0.68683 -0.01
P 0.80691 0.95347 -0.49960 -0.06
C 1.79612 -0.31992 -1.32975 -0.01
C 3.18501 -0.36617 -1.18693 0.00
C 3.93346 -1.22950 -1.96748 0.00
C 3.30156 -2.06823 -2.87843 0.00
C 1.91699 -2.05016 -2.99342 0.00
C 1.16646 -1.17421 -2.21835 0.00
C 1.03926 2.42814 -1.54704 0.01
C 0.60194 3.68642 -1.13453 0.00
C 0.74299 4.77980 -1.97351 0.00
C 1.31508 4.62358 -3.22808 0.00
C 1.74484 3.36999 -3.64200 0.00
C 1.61647 2.27838 -2.80392 -0.01
P -1.80073 -0.40973 0.46357 0.01
C -3.57490 -0.44571 0.19239 0.00
C -4.30027 0.74593 0.27688 0.00
C -5.68254 0.72176 0.23554 0.00
C -6.35416 -0.49200 0.11977 0.00
C -5.64204 -1.67737 0.04894 0.00
C -4.25180 -1.65757 0.09313 0.00
C -1.26969 -2.10430 0.57673 0.00
C -1.30617 -2.86781 -0.59455 0.00
C -0.98723 -4.21440 -0.55179 0.00
C -0.62174 -4.79983 0.66002 0.00
C -0.57927 -4.04189 1.81962 0.00
C -0.90966 -2.69183 1.78547 0.00
H -0.91557 0.04551 -4.76121 0.00
H -1.42901 -2.00598 -6.05353 0.00
H -4.68466 -2.86075 -3.67990 0.00
H -4.34340 -0.82491 -2.31354 0.00
H 3.68783 0.26564 -0.47262 -0.01
H 5.01227 -1.24513 -1.86635 0.00
H 3.89000 -2.73221 -3.50205 0.00
H 1.41477 -2.70114 -3.70044 0.00
H 0.09562 -1.14079 -2.32239 -0.01
H 0.13251 3.82889 -0.17514 0.00
H 0.41169 5.75591 -1.63999 0.00
H 1.43126 5.47960 -3.88147 0.00
H 2.18619 3.24162 -4.62282 0.00
H 1.96305 1.30901 -3.13470 0.00
H -3.78716 1.69402 0.38486 0.00
H -6.23945 1.64805 0.29754 0.00
H -7.43821 -0.51013 0.10079 0.00
H -6.16477 -2.62323 -0.03014 0.00
H -3.70022 -2.58820 0.05109 0.00
H -1.60662 -2.41161 -1.53503 0.00
H -1.03198 -4.80971 -1.45726 0.00
H -0.37111 -5.85447 0.69523 0.00
H -0.29023 -4.49849 2.75838 0.00
H -0.87626 -2.10239 2.69204 0.00
F 2.32380 3.48685 1.10877 0.00
P 4.06513 3.13522 1.06239 0.00
F 3.47260 1.55382 1.63019 0.01
F 4.36049 4.56990 0.54721 0.00
F 4.11382 3.56297 2.56849 0.00
F 3.79144 2.58628 -0.37903 0.00
F 5.52239 2.59192 1.07166 0.00
N 2.67044 -4.20400 -0.04536 0.00
C 3.14070 -3.56831 1.03859 0.00
N 4.15630 -4.18139 1.67759 0.00
S 2.49355 -2.11619 1.57912 0.00
H 3.10068 -5.03430 -0.41324 0.00
H 1.96181 -3.74050 -0.58977 0.00
H 4.54134 -5.06033 1.37902 0.00
H 4.55293 -3.72030 2.47494 0.00
```

---

[2]
The following is a quantum chemistry calculation of 2 unconnected molecules or ions with the total composition C6H5BrClN2O3P in a non-equilibrium geometry, from OMol25.

- E_LUMO: 4.440 eV
- E_tot: -3942.5883 Ha
- Gap between HOMO and LUMO: 6.03 eV
- HOMO energy: -1.59 eV
- Charge: -2

The geometry in XYZ format:
```
19
Properties=species:S:1:pos:R:3:nbo_charge:R:1
C 0.72243 -1.15431 0.41904 -0.16
C 1.18815 -1.95046 1.49936 -0.28
C -0.27466 0.43659 1.89541 0.04
C 0.09497 0.08583 0.55446 0.13
C 0.70955 -1.50294 2.67123 0.11
C -1.03027 1.09055 -1.23284 -0.17
N 0.05237 -0.38907 2.90797 -0.45
N -0.03531 1.01868 -0.44589 -0.46
O -3.39151 1.18716 0.17046 -1.16
O -3.39150 0.30571 -2.29691 -1.00
O -2.27950 -1.19861 -0.45954 -1.15
P -2.66007 0.21224 -0.76886 2.24
Cl 0.91075 -2.40289 4.08640 -0.05
Br 0.69011 3.41243 -4.61607 -1.00
H 1.09738 -1.42192 -0.57676 0.21
H 1.66524 -2.93622 1.42619 0.22
H -0.54864 1.47925 1.97630 0.20
H -0.93735 1.73857 -2.15624 0.23
H -3.86849 1.12157 -2.15134 0.48
```

---

[3]
The following is a quantum chemistry calculation of 9 unconnected molecules or ions with the total composition C21H64N14O9 in a non-equilibrium geometry, from OMol25.

- E_LUMO: 0.257 eV
- SMILES string: COC[C@H](C)N.COC[C@H](C)N.COC[C@H](C)N.COC[C@H](C)N.NC(N)=O.NC(N)=O.NC(N)=O.NC(N)=O.NC(N)=O
- E_tot: -2282.1752 Ha
- Gap between HOMO and LUMO: 9.08 eV
- HOMO energy: -8.82 eV

The geometry in XYZ format:
```
108
Properties=species:S:1:pos:R:3:mulliken_charge:R:1
C 3.69182 -5.63264 0.89226 0.71
O 4.28010 -6.32548 1.74446 -0.69
N 2.40977 -5.61923 0.68020 -0.39
N 4.29481 -4.75254 0.12372 -0.40
H 1.86306 -6.19241 1.30685 0.21
H 1.97828 -5.09546 -0.06786 0.18
H 5.29472 -4.74900 0.26616 0.22
H 3.74250 -4.17061 -0.48980 0.17
C -0.95004 -0.00022 9.89371 0.64
O -1.10523 1.15224 10.22454 -0.67
N 0.09325 -0.65571 10.26984 -0.37
N -1.89250 -0.67017 9.30671 -0.40
H 0.07155 -1.60586 9.92800 0.17
H 0.89557 -0.21323 10.69480 0.22
H -2.74002 -0.12149 9.33405 0.22
H -1.80780 -1.51198 8.75509 0.20
C 5.55599 -0.08546 -4.68931 0.66
O 4.96345 -1.16506 -4.69224 -0.69
N 6.42256 0.25001 -5.60049 -0.42
N 5.46972 0.73486 -3.76514 -0.35
H 6.49229 -0.43853 -6.33611 0.22
H 7.10175 0.98824 -5.48286 0.17
H 6.12522 1.50275 -3.79280 0.17
H 4.69826 0.55062 -3.13985 0.24
C -4.72180 -8.32044 2.95514 0.66
O -5.29799 -7.63667 3.82615 -0.66
N -4.68679 -9.61332 2.83539 -0.35
N -3.97486 -7.84930 1.97618 -0.38
H -5.24818 -10.25786 3.37345 0.20
H -4.13108 -10.09504 2.14311 0.15
H -3.90489 -6.84187 1.95942 0.21
H -3.40103 -8.42527 1.37695 0.17
C -2.27093 -6.34487 -4.95788 0.61
O -1.16465 -5.98372 -4.41622 -0.67
N -2.67978 -7.56623 -5.10501 -0.39
N -3.17097 -5.47096 -5.43432 -0.39
H -1.97468 -8.28881 -5.07638 0.25
H -3.46654 -7.75000 -5.71109 0.20
H -3.96993 -5.81667 -5.94643 0.17
H -2.90250 -4.50414 -5.54961 0.22
C 6.78473 -3.36622 6.63514 -1.55
C 6.82988 -2.07471 5.88053 0.32
C 5.44560 -1.30614 6.10916 -0.63
O 5.31509 -0.17019 5.37209 -0.35
C 5.25544 -0.29011 4.02766 -0.68
N 7.98991 -1.27981 6.28762 -0.60
H 6.58214 -3.20635 7.69414 0.34
H 7.76685 -3.81637 6.49043 0.38
H 6.02036 -4.02586 6.22439 0.35
H 7.06217 -2.39978 4.86639 0.41
H 5.36604 -1.20550 7.19158 0.33
H 4.60977 -1.93100 5.79447 0.36
H 6.13183 -0.77255 3.59489 0.29
H 5.16584 0.70677 3.59604 0.23
H 4.40282 -0.91008 3.75053 0.30
H 8.21326 -0.67724 5.50843 0.26
H 7.81754 -0.79085 7.15440 0.25
C -2.34867 0.71913 -1.87054 -1.35
C -1.79418 0.88320 -0.43902 0.48
C -1.72414 -0.41213 0.36494 -0.79
O -2.95736 -1.14419 0.49754 -0.34
C -3.88249 -0.47853 1.39327 -0.79
N -0.43353 1.32120 -0.62350 -0.68
H -3.41454 0.49972 -1.93299 0.32
H -1.83001 -0.08239 -2.39652 0.31
H -2.34776 1.71452 -2.31471 0.41
H -2.44170 1.54307 0.13840 0.26
H -1.47600 -0.09385 1.37749 0.37
H -1.03057 -1.11696 -0.09360 0.38
H -4.75227 -1.07000 1.67918 0.29
H -4.26594 0.44886 0.96781 0.29
H -3.48593 -0.13523 2.34877 0.32
H -0.42659 2.16608 -1.17687 0.25
H -0.12674 1.69319 0.26396 0.26
C 1.72471 8.44834 -0.14067 -1.49
C 0.65844 8.76476 0.84829 0.73
C 0.96382 8.29704 2.30384 -0.82
O 1.02136 6.89272 2.42649 -0.33
C 0.03884 6.37514 3.29347 -0.72
N 0.43379 10.16636 0.79744 -0.75
H 1.69433 7.37774 -0.34313 0.32
H 2.73371 8.70364 0.18316 0.33
H 1.59682 8.97256 -1.08774 0.46
H -0.32605 8.42430 0.52742 0.20
H 0.20929 8.78601 2.92003 0.40
H 1.93051 8.71884 2.57901 0.31
H 0.26971 6.67838 4.31467 0.30
H -0.02445 5.28699 3.29294 0.24
H -0.96523 6.71071 3.03397 0.33
H 0.12863 10.29784 -0.15634 0.24
H 1.25206 10.75279 0.87888 0.24
C -4.62791 1.34784 -9.91374 -1.35
C -5.59621 1.64955 -8.72448 0.31
C -5.61051 3.15559 -8.25950 -0.67
O -4.37170 3.72895 -7.75165 -0.35
C -4.68442 4.92342 -6.92772 -0.71
N -6.92995 1.03447 -8.93349 -0.64
H -4.72536 0.26622 -10.00706 0.38
H -3.54259 1.38269 -9.81914 0.35
H -4.96632 1.78055 -10.85520 0.34
H -5.19156 1.18890 -7.82329 0.28
H -6.34156 3.15966 -7.45101 0.32
H -6.01406 3.86591 -8.98108 0.33
H -5.04774 4.64425 -5.93870 0.29
H -5.27138 5.61944 -7.52701 0.30
H -3.78131 5.51132 -6.76384 0.27
H -7.51314 1.27303 -8.14414 0.28
H -7.12788 1.46590 -9.82499 0.27
```

---

[4]
The following is a quantum chemistry calculation of a molecular structure, C5H13N2O in a non-equilibrium geometry, from OMol25.

- E_LUMO: -3.296 eV
- E_tot: -382.7622 Ha
- Gap between HOMO and LUMO: 9.63 eV
- HOMO energy: -12.93 eV
- Charge: +1

The geometry in XYZ format:
```
21
Properties=species:S:1:pos:R:3:nbo_charge:R:1
C 1.06934 0.47104 0.97737 0.40
C 1.51856 -0.72918 1.67084 -0.72
C -1.67840 -0.63286 0.83921 -0.70
C 0.55699 0.28290 -2.11855 -0.43
C -0.72106 0.22126 0.05506 0.34
N 1.54203 1.58707 0.91588 -0.59
N -0.39552 -0.48019 -1.28729 -0.54
O -1.11208 1.49981 -0.22442 -0.72
H 2.55771 -0.59491 1.97001 0.27
H 1.42347 -1.62710 1.06384 0.22
H 0.91518 -0.85878 2.57010 0.26
H -1.87661 -0.16261 1.79981 0.26
H -1.27135 -1.62243 1.03045 0.24
H -2.63301 -0.74518 0.31743 0.22
H 0.63750 -0.15301 -3.11011 0.24
H 0.20640 1.30997 -2.19941 0.25
H 1.53391 0.28975 -1.63983 0.24
H 1.08609 2.35965 0.44951 0.40
H -1.27095 -0.61583 -1.81583 0.42
H -0.01539 -1.40794 -1.07993 0.43
H -2.07281 1.60857 -0.18413 0.50
```

---

[5]
The following is a quantum chemistry calculation of C4H7N3S in the gas phase in a non-equilibrium geometry, from OMol25.

- E_LUMO: -0.395 eV
- SMILES string: N=S1(=N)CC=CC=N1
- E_tot: -718.8887 Ha
- Gap between HOMO and LUMO: 8.40 eV
- HOMO energy: -8.80 eV

The geometry in XYZ format:
```
15
Properties=species:S:1:pos:R:3:nbo_charge:R:1
C 1.78800 0.60342 0.22157 -0.31
C 1.48172 -0.66377 0.00780 -0.10
C 0.84290 1.64857 -0.10461 0.12
C 0.16472 -1.22308 -0.30341 -0.68
N -0.44294 1.46521 -0.21253 -0.67
N -2.52040 0.08521 -0.86406 -1.10
N -1.55084 -0.20050 1.59421 -1.11
S -1.26971 0.02999 0.01456 1.89
H 2.80465 0.98340 0.49730 0.23
H 2.23525 -1.44819 0.20456 0.22
H 0.99153 2.70450 -0.14411 0.21
H 0.30922 -1.73550 -1.35879 0.26
H 0.13267 -1.96858 0.52951 0.28
H -2.33890 -0.20536 -1.76071 0.36
H -2.62786 -0.07532 1.67872 0.39
```

---

[6]
The following is a quantum chemistry calculation of a gas-phase ion, C4H11N2S (charge -1) in a non-equilibrium geometry, from OMol25.

- E_LUMO: 3.830 eV
- SMILES string: NCNCCC[S-]
- E_tot: -666.7071 Ha
- Gap between HOMO and LUMO: 6.22 eV
- HOMO energy: -2.39 eV
- Charge: -1

The geometry in XYZ format:
```
18
Properties=species:S:1:pos:R:3:nbo_charge:R:1
C -0.31832 -0.83165 -0.23961 -0.26
N 0.22231 -0.04757 -1.35804 -0.65
C -0.51257 1.07917 -1.85507 -0.04
N -0.95571 2.04173 -0.84345 -0.90
C 0.13376 -0.34472 1.15498 -0.43
C 1.02431 -1.32673 1.91716 -0.53
S 2.27064 -2.21177 0.92665 -0.71
H -1.39382 -0.90916 -0.39333 0.17
H 0.16716 -1.78216 -0.37787 0.25
H 1.21664 0.10827 -1.30834 0.38
H -1.39911 0.70626 -2.37583 0.15
H 0.16624 1.59888 -2.53092 0.16
H -0.52867 1.90558 0.05993 0.37
H -1.94150 2.20158 -0.70466 0.35
H -0.79284 0.00419 1.65489 0.17
H 0.67632 0.60142 1.06679 0.18
H 1.53325 -0.75841 2.70754 0.18
H 0.43191 -2.03492 2.49919 0.17
```

---

[7]
The following is a quantum chemistry calculation of C2H5N3O in the gas phase in a non-equilibrium geometry, from OMol25.

- E_LUMO: 0.832 eV
- SMILES string: [O-][N+]1=NCNC1
- E_tot: -318.5767 Ha
- Gap between HOMO and LUMO: 9.86 eV
- HOMO energy: -9.03 eV

The geometry in XYZ format:
```
11
Properties=species:S:1:pos:R:3:nbo_charge:R:1
C -0.88027 -0.18000 0.79695 -0.10
C 0.42017 0.02411 -1.00188 -0.14
N -1.81726 0.38870 -0.19937 -0.29
N 0.47404 0.18302 0.31874 -0.62
N -1.27776 0.57854 -1.27145 0.34
O -1.68173 1.08717 -2.26827 -0.41
H -0.99459 0.24818 1.80310 0.22
H -0.69254 -1.23586 0.78109 0.20
H 1.13807 0.65118 -1.69629 0.23
H 0.35193 -1.06484 -1.19814 0.19
H 0.92860 1.07749 0.54081 0.38
```

---

[8]
The following is a quantum chemistry calculation of a molecular structure, C14H42F2O7S7Y in a non-equilibrium geometry, from OMol25.

- E_LUMO: -1.890 eV
- E_tot: -4110.4317 Ha
- Gap between HOMO and LUMO: 9.22 eV
- HOMO energy: -11.11 eV
- Charge: +1

The geometry in XYZ format:
```
73
Properties=species:S:1:pos:R:3:mulliken_charge:R:1
Y -0.83599 -0.16242 -0.50900 0.75
F -1.50354 1.70000 -1.78794 -0.91
F -2.19583 -1.88086 -1.31238 -0.81
C -1.67079 -0.09432 3.41387 0.13
S -1.90050 -1.80268 2.71850 0.18
O -1.36453 -1.54133 1.28952 -0.32
C -0.46654 -2.54172 3.60072 -0.56
H -0.64203 0.26589 3.41202 -0.28
H -2.08437 -0.07982 4.42225 0.64
H -2.10190 0.60860 2.70104 -0.31
H 0.42482 -2.38292 2.99379 -0.22
H -0.70492 -3.60345 3.66395 0.39
H -0.30271 -2.15452 4.60637 0.41
C 3.04752 0.31589 -2.30321 -0.60
S 2.20244 1.60343 -1.36699 0.49
O 1.12453 0.98976 -0.45172 0.38
C 3.63063 2.24432 -0.40059 -0.91
H 2.99171 -0.62751 -1.76008 -0.01
H 4.09868 0.60387 -2.31858 0.55
H 2.62845 0.21834 -3.30469 0.16
H 3.95079 1.45600 0.28070 0.22
H 3.22732 3.08274 0.16730 0.28
H 4.56663 2.43155 -0.92685 0.43
C 3.36792 -2.02690 1.77110 -1.30
S 2.60630 -0.34497 1.98841 0.62
O 1.13723 -0.57718 1.68856 -0.17
C 2.92486 -0.10207 3.80373 -1.22
H 4.30626 -2.07176 2.32391 0.50
H 3.51498 -2.23145 0.71061 0.24
H 2.87614 -2.81631 2.33950 0.38
H 3.96480 0.19870 3.93085 0.44
H 2.84377 -1.05287 4.33050 0.41
H 2.29348 0.58203 4.37071 0.30
C -4.79154 0.47649 -1.39773 -0.81
S -4.15772 0.95743 0.25910 0.32
O -2.70604 0.48872 0.41177 -0.53
C -4.15688 2.75490 -0.11278 -0.82
H -4.50872 -0.57560 -1.43288 0.28
H -4.08314 0.89514 -2.11257 0.09
H -5.79137 0.68508 -1.77844 0.46
H -3.23547 3.05412 -0.61236 0.11
H -4.24637 3.28275 0.83667 0.35
H -5.05283 3.15942 -0.58365 0.44
C -0.03440 3.95779 0.38014 -0.73
S -0.60107 2.84838 1.75704 0.46
O -0.62634 1.40780 1.21030 0.05
C 0.87108 3.00853 2.86034 -0.82
H -0.74976 3.98295 -0.44189 0.13
H 0.92703 3.69610 -0.06176 -0.01
H 0.07926 4.93227 0.85508 0.57
H 1.05948 4.07561 2.97849 0.58
H 1.75807 2.57719 2.39635 0.01
H 0.55502 2.63742 3.83527 0.33
C -0.12054 1.18540 -4.72966 -1.01
S -0.30298 -0.55486 -4.13301 0.43
O 0.04149 -0.41555 -2.63361 -0.31
C -2.14561 -0.64079 -4.30474 -0.51
H 0.89953 1.55148 -4.61330 0.32
H -0.71984 1.99903 -4.32106 0.21
H -0.31754 1.08544 -5.79704 0.52
H -2.55486 -0.29143 -5.25266 0.47
H -2.65752 -0.06075 -3.53688 -0.20
H -2.41686 -1.64683 -3.98472 0.29
C 0.81521 -3.78758 -2.33546 -1.06
S 1.21875 -3.25701 -0.57040 0.32
O 0.65050 -1.86658 -0.61214 -0.31
C -0.06158 -4.29308 0.30486 -0.90
H 1.31026 -3.18264 -3.09511 0.27
H -0.24929 -3.81471 -2.56827 0.30
H 1.03620 -4.83661 -2.53242 0.50
H -1.01635 -3.77414 0.22004 0.11
H 0.16399 -4.62637 1.31785 0.28
H -0.03653 -5.28112 -0.15477 0.51
```